A single C10H11N molecule in a non-equilibrium geometry. Source: the OMol25 dataset; level of theory: ωB97M-V with the def2-TZVPD basis set.

CARTESIAN COORDINATES (ANGSTROEM)
C  -1.95047  0.82038  -0.81273
C  -1.85585  -0.78516  -0.87262
C  -1.10573  -1.15408  0.42039
C  -1.06731  1.05223  0.47396
C  0.33568  0.72643  0.23265
C  1.57652  1.43177  0.07589
C  2.75235  0.67214  -0.14814
C  2.64135  -0.74548  -0.12334
C  1.44649  -1.39374  0.10943
C  0.32283  -0.62529  0.16078
H  -2.92949  1.38200  -0.56142
H  -1.54493  1.46084  -1.68228
H  -2.77849  -1.29553  -0.99641
H  -1.13968  -1.17286  -1.69476
H  -1.13439  -2.16128  0.92588
H  -1.00960  0.00364  2.22224
H  -1.28411  2.07445  0.88696
H  1.67787  2.54767  0.20706
H  3.73318  1.17553  -0.11946
H  3.57366  -1.50443  -0.20681
H  1.35580  -2.45927  0.18013
N  -1.61572  -0.04996  1.32259

Atoms 1-3, force components in eV/Å:
C 0.439 1.334 0.150
C 1.628 0.124 -1.687
C 0.745 1.544 1.305

Summary:
HOMO energy (eV): -8.6
Energy above the lowest of the compared OMol25 structures with the same formula, charge and spin (eV): 1.127
SMILES: c1ccc2c(c1)[C@@H]1CC[C@H]2N1
Charge: 0
DFT total energy (a.u.): -442.3465
Lowest unoccupied orbital energy (eV): 0.98

---

C26H28MoN6O9S as an isolated structure in a non-equilibrium geometry. Source: the OMol25 dataset; level of theory: ωB97M-V with the def2-TZVPD basis set.

CARTESIAN COORDINATES (ANGSTROEM)
Mo  -0.34312  0.09189  -0.17005
O  1.78140  -0.47801  -0.91041
C  2.81155  -1.18911  -0.24384
C  2.31843  -1.47716  1.14071
C  3.10250  -2.17586  2.04751
C  2.58738  -2.44030  3.29953
C  1.30575  -2.00175  3.60353
C  0.59785  -1.31183  2.64338
N  1.09510  -1.04142  1.42749
H  2.03575  -0.24366  -1.80400
H  3.72444  -0.58932  -0.20737
H  3.01652  -2.12880  -0.76277
H  4.09257  -2.50635  1.76209
H  3.17222  -2.98350  4.03007
H  0.85873  -2.18824  4.56930
H  -0.40764  -0.96013  2.83253
O  0.02025  1.87603  -5.89362
C  -0.35358  0.61405  -5.81723
O  -0.59504  -0.05171  -6.79456
C  -0.46936  -0.00303  -4.45993
C  -0.83793  -1.32632  -4.29840
N  -0.84044  -1.58833  -2.98657
N  -0.50763  -0.51680  -2.27892
C  -0.25702  0.46445  -3.14055
C  0.22976  1.78315  -2.57840
O  0.44286  2.70998  -3.36715
O  0.41344  1.84080  -1.32084
H  0.19819  2.27042  -4.98588
H  -1.07682  -2.06477  -5.04399
H  -0.97285  -2.45919  -2.48591
O  -1.83362  0.76704  -0.44365
C  -3.37329  4.70949  -1.24883
C  -1.93346  4.48597  -1.69510
C  -0.94260  4.52314  -0.54350
N  -1.22313  3.40323  0.36872
C  -0.59868  3.13394  1.49682
S  -0.35076  1.55246  2.05914
N  -0.12584  4.15323  2.29304
C  -0.61274  5.45277  2.52423
O  0.16340  6.31326  2.86071
C  -2.08926  5.66700  2.51601
C  -2.98680  4.64747  2.81730
C  -4.34439  4.92165  2.87485
C  -4.80508  6.20605  2.62494
C  -3.90878  7.22710  2.33362
C  -2.55161  6.96041  2.28980
H  -4.05283  4.69740  -2.10106
H  -3.48013  5.67097  -0.74239
H  -3.69778  3.93356  -0.55384
H  -1.63103  5.24759  -2.41592
H  -1.83884  3.52560  -2.21071
H  -1.02485  5.47272  -0.02050
H  0.07711  4.40466  -0.91607
H  -1.53730  2.55761  -0.10519
H  0.71356  3.93312  2.80822
H  -2.63429  3.64503  3.02508
H  -5.04139  4.12948  3.11385
H  -5.86658  6.41450  2.66277
H  -4.26959  8.22994  2.14692
H  -1.83317  7.74355  2.08495
O  -3.05501  -0.81029  2.05582
C  -2.57413  -1.73261  1.43956
C  -3.06470  -3.17758  1.52136
C  -2.10312  -3.94921  0.62774
C  -1.17902  -2.86983  0.08621
O  -0.29717  -3.06748  -0.75371
N  -1.47879  -1.65637  0.60144
H  -4.10346  -3.22267  1.19634
H  -3.04161  -3.48501  2.56656
H  -2.58487  -4.45029  -0.21219
H  -1.51272  -4.70211  1.15080

Atoms 1-3, force components in eV/Å:
Mo -1.535 0.441 0.077
O 0.195 -0.051 0.304
C -0.033 -0.029 -0.031

Summary:
HOMO energy (eV): -7.6
Energy above the lowest of the compared OMol25 structures with the same formula, charge and spin (eV): 1.104
Charge: 0
DFT total energy (a.u.): -2479.8615
Lowest unoccupied orbital energy (eV): -0.20